No. 1
Below is a cluster of 12 separate species, C20H64O12 in total at a distorted geometry, with properties calculated with wB97M-V/def2-TZVPD.

Last column: Mulliken charge in e.
Element x y z (Å)
C1 11.94 -14.73 -4.22  -1.24
C2 11.08 -14.55 -2.93  -0.45
O1 12.01 -14.37 -1.91  0.16
H1 11.23 -14.77 -5.05  0.47
H2 12.58 -15.62 -4.22  0.25
H3 12.56 -13.83 -4.40  0.20
H4 10.43 -15.41 -2.73  0.36
H5 10.47 -13.69 -3.20  0.33
H6 11.63 -14.00 -1.08  0.16
C3 19.26 -14.46 0.95  -0.90
C4 18.50 -15.71 0.48  0.41
O2 18.39 -15.85 -0.94  -0.62
H7 18.75 -13.56 0.65  0.06
H8 20.24 -14.38 0.51  0.39
H9 19.25 -14.55 2.02  0.29
H10 17.58 -15.87 1.07  -0.55
H11 19.19 -16.52 0.65  0.51
H12 17.98 -15.04 -1.28  0.32
C5 17.10 -10.21 -0.12  -0.77
C6 15.67 -10.35 -0.65  0.00
O3 15.54 -11.31 -1.73  -0.48
H13 17.28 -9.28 0.45  0.35
H14 17.88 -10.26 -0.91  0.29
H15 17.28 -11.04 0.56  -0.01
H16 15.26 -9.38 -0.90  0.55
H17 15.08 -10.78 0.19  -0.19
H18 15.73 -10.81 -2.53  0.24
C7 15.16 -16.32 2.69  0.29
C8 15.99 -16.81 3.91  -0.60
O4 17.41 -16.77 3.82  -0.56
H19 15.43 -15.30 2.47  -0.21
H20 14.08 -16.36 2.96  -0.02
H21 15.29 -16.90 1.77  0.35
H22 15.72 -17.85 4.12  0.28
H23 15.69 -16.19 4.76  0.15
H24 17.68 -17.18 2.98  0.37
C9 15.54 -14.15 -4.13  -1.27
C10 15.41 -14.78 -2.76  0.29
O5 15.97 -14.07 -1.62  -0.13
H25 14.90 -13.27 -4.16  0.24
H26 15.16 -14.84 -4.91  0.37
H27 16.60 -13.88 -4.27  0.35
H28 15.94 -15.70 -2.85  0.45
H29 14.36 -15.00 -2.49  -0.24
H30 15.61 -13.16 -1.63  0.12
C11 8.63 -12.04 0.40  -1.16
C12 9.15 -13.40 -0.14  -0.08
O6 10.44 -13.81 0.37  -0.50
H31 7.67 -11.72 -0.01  0.43
H32 9.38 -11.26 0.21  0.26
H33 8.58 -12.09 1.48  0.20
H34 9.26 -13.35 -1.23  0.25
H35 8.41 -14.21 0.07  0.35
H36 10.37 -14.01 1.34  0.06
C13 10.42 -16.64 2.91  -1.48
C14 11.04 -15.26 3.31  0.67
O7 10.16 -14.20 2.87  -0.66
H37 11.27 -17.35 2.90  0.38
H38 10.00 -16.63 1.94  0.33
H39 9.76 -16.95 3.70  0.39
H40 12.08 -15.17 2.98  -0.34
H41 11.08 -15.25 4.41  0.43
H42 10.13 -13.39 3.37  0.32
C15 13.33 -12.79 2.05  -0.81
C16 13.96 -13.39 0.79  0.03
O8 15.39 -13.53 0.95  0.64
H43 13.62 -11.76 2.19  0.49
H44 13.58 -13.33 2.97  -0.07
H45 12.26 -12.89 1.90  -0.19
H46 13.78 -12.78 -0.08  0.57
H47 13.45 -14.32 0.59  -0.30
H48 15.82 -13.99 0.20  -0.03
C17 14.40 -14.16 6.26  0.00
O9 13.46 -14.97 5.54  -0.44
H49 14.71 -14.62 7.19  0.30
H50 15.27 -14.04 5.64  -0.34
H51 13.92 -13.19 6.38  0.26
H52 13.88 -15.80 5.31  0.28
C18 17.48 -12.53 3.81  -0.22
O10 16.58 -12.00 2.83  -0.58
H53 18.27 -13.06 3.29  0.06
H54 17.97 -11.70 4.34  0.33
H55 17.01 -13.19 4.59  -0.11
H56 16.09 -12.69 2.39  0.07
C19 10.39 -10.68 3.16  -0.50
O11 9.61 -11.78 3.74  -0.55
H57 9.84 -9.76 3.35  0.29
H58 11.35 -10.64 3.68  0.28
H59 10.44 -10.88 2.09  0.13
H60 9.49 -11.60 4.68  0.26
C20 13.37 -17.48 -0.29  -0.12
O12 12.46 -17.16 -1.36  -0.60
H61 14.41 -17.21 -0.47  0.12
H62 13.04 -17.02 0.68  -0.11
H63 13.32 -18.55 -0.12  0.44
H64 12.40 -16.20 -1.35  0.21

Output
Maximum force (eV/Å): 2.6
Structure (SMILES): CCO.CCO.CCO.CCO.CCO.CCO.CCO.CCO.CO.CO.CO.CO
Orbital gap (eV): 10.070
DFT total energy (hartree): -1703.1242

No. 2
Below is a cluster of 10 separate species, C20H65N5O10 in total at a distorted geometry, with properties calculated with wB97M-V/def2-TZVPD.

Last column: Mulliken charge in e.
Element x y z (Å)
C1 -2.06 -1.31 0.82  -0.20
C2 -3.50 -0.82 0.76  0.10
C3 -4.48 -1.98 0.68  -0.84
O1 -4.19 -2.84 -0.42  -0.35
C4 -3.59 -4.09 -0.08  -0.68
N1 -3.82 0.08 1.91  -0.48
H1 -1.78 -1.66 -0.17  0.25
H2 -1.98 -2.12 1.54  -0.08
H3 -1.37 -0.50 1.05  -0.03
H4 -3.67 -0.26 -0.16  0.43
H5 -5.49 -1.61 0.49  0.32
H6 -4.52 -2.55 1.62  0.34
H7 -2.59 -3.94 0.34  0.23
H8 -3.46 -4.60 -1.03  0.29
H9 -4.21 -4.64 0.62  0.34
H10 -3.80 -0.49 2.75  0.23
H11 -4.79 0.36 1.82  0.28
C5 2.16 4.04 -5.63  -1.68
C6 2.36 3.11 -4.47  0.79
C7 1.04 2.84 -3.74  -0.72
O2 1.21 2.20 -2.51  0.20
C8 1.85 2.95 -1.51  0.39
N2 3.02 1.89 -4.89  -0.64
H12 1.68 4.95 -5.27  0.39
H13 1.60 3.57 -6.44  0.38
H14 3.13 4.35 -6.01  0.39
H15 3.00 3.63 -3.75  0.22
H16 0.47 2.11 -4.33  -0.07
H17 0.40 3.74 -3.68  0.36
H18 1.45 3.97 -1.45  0.43
H19 2.93 2.98 -1.67  -0.07
H20 1.65 2.46 -0.55  -0.77
H21 3.01 1.20 -4.15  0.19
H22 2.57 1.51 -5.72  0.28
C9 -0.26 -3.07 4.05  -0.78
C10 -1.46 -2.70 4.95  0.43
C11 -1.48 -1.26 5.37  -0.96
O3 -1.52 -0.43 4.22  0.15
C12 -1.52 0.94 4.53  -0.83
N3 -2.77 -3.01 4.31  -0.74
H23 -0.19 -2.39 3.21  -0.24
H24 -0.31 -4.12 3.76  0.42
H25 0.68 -2.95 4.61  0.44
H26 -1.38 -3.30 5.87  0.39
H27 -0.59 -1.05 5.99  0.38
H28 -2.36 -1.08 6.00  0.45
H29 -1.54 1.50 3.60  0.21
H30 -0.60 1.21 5.07  0.35
H31 -2.33 1.24 5.22  0.27
H32 -2.70 -3.92 3.86  0.36
H33 -2.82 -2.37 3.51  -0.12
C13 2.19 -1.94 0.91  -0.34
C14 3.57 -1.31 0.88  0.31
C15 3.60 -0.21 -0.13  0.34
O4 4.94 0.18 -0.39  -0.49
C16 5.01 1.17 -1.36  -0.55
N4 3.97 -0.75 2.20  -0.73
H34 2.05 -2.63 1.74  0.50
H35 2.06 -2.58 0.02  0.46
H36 1.39 -1.20 0.78  -0.58
H37 4.29 -2.10 0.68  0.38
H38 3.03 0.66 0.26  -0.29
H39 3.10 -0.51 -1.07  0.24
H40 4.61 2.14 -1.02  0.22
H41 4.51 0.86 -2.29  0.20
H42 6.06 1.35 -1.60  0.37
H43 3.84 -1.46 2.92  0.31
H44 3.25 -0.07 2.48  0.19
C17 -2.64 -1.68 -3.95  -1.37
C18 -1.26 -1.33 -4.49  0.69
C19 -0.17 -1.55 -3.45  -0.57
O5 -0.40 -0.72 -2.35  -0.26
C20 0.69 -0.68 -1.44  -0.61
N5 -1.03 -2.16 -5.70  -0.78
H45 -3.33 -1.79 -4.78  0.49
H46 -3.02 -0.88 -3.31  0.22
H47 -2.62 -2.62 -3.39  0.22
H48 -1.27 -0.30 -4.85  0.16
H49 0.78 -1.28 -3.95  0.18
H50 -0.11 -2.62 -3.21  0.23
H51 1.54 -0.13 -1.86  -0.08
H52 0.96 -1.69 -1.14  0.71
H53 0.37 -0.07 -0.59  -0.11
H54 -0.12 -1.94 -6.10  0.27
H55 -0.92 -3.13 -5.41  0.28
O6 -1.48 4.35 2.49  -0.67
H56 -1.67 3.56 1.94  0.35
H57 -0.62 4.65 2.16  0.38
O7 1.43 0.12 3.71  -0.68
H58 1.38 0.92 3.16  0.40
H59 0.56 -0.28 3.61  0.07
O8 -1.92 2.07 0.97  -0.71
H60 -2.44 1.28 1.26  0.23
H61 -2.04 2.13 0.02  0.25
O9 1.32 4.91 1.94  -0.57
H62 1.38 5.31 2.82  0.29
H63 1.81 5.49 1.36  0.25
O10 0.96 1.91 1.63  -0.47
H64 1.30 2.82 1.64  0.16
H65 0.03 1.96 1.36  0.13

Output
Maximum force (eV/Å): 1.6
Structure (SMILES): COC[C@H](C)N.COC[C@H](C)N.COC[C@H](C)N.COC[C@H](C)N.COC[C@H](C)N.O.O.O.O.O
Orbital gap (eV): 8.703
DFT total energy (hartree): -1827.1007

Number 1: E_LUMO 0.347 eV. Number 2: E_LUMO 0.090 eV.